(1)
The following is a DFT calculation (ωB97M-V with the def2-TZVPD basis set) of one molecule with the formula C22H18N4O3.

Molecular weight (g mol⁻¹): 386.4
Calculated total energy (eV): -35209.3129
Kohn-Sham gap (eV): 8.48
SMILES string: Cn1c(=O)c2c(ncn2[C@@H]2C=C(c3ccccc3)Oc3ccccc32)n(C)c1=O
E_HOMO (eV): -8.31
2S+1: 1

Structure (XYZ):
```
47
Properties=species:S:1:pos:R:3:forces:R:3
C 3.2540 3.9399 -3.3733 -0.3 -0.3 0.3
C 2.1986 4.3851 -2.5647 0.3 -0.3 -0.1
C 1.7230 3.5846 -1.5261 0.0 -0.7 0.4
C 2.2506 2.2923 -1.2726 0.8 0.6 -1.3
C 1.6673 1.3665 -0.2866 -0.7 -1.1 0.5
O 2.4425 0.2255 -0.1570 -0.1 0.5 0.8
C 2.1904 -0.6264 0.9104 0.7 1.3 0.5
C 1.1266 -0.3831 1.7938 0.0 0.0 0.2
C 0.9953 -1.2300 2.8932 0.6 0.2 0.1
C 2.0714 -2.0632 3.2381 -0.7 -0.4 0.3
C 3.1848 -2.2309 2.4065 -0.1 0.2 0.1
C 3.2392 -1.5189 1.2152 -0.4 0.1 0.0
C 0.1564 0.8093 1.6482 -1.2 -2.0 0.3
C 0.4856 1.4982 0.3776 -0.7 2.2 -1.0
C 3.4114 1.9237 -2.0134 -0.7 0.2 0.3
C 3.8635 2.7189 -3.0674 0.0 0.1 0.2
H 3.6005 4.5385 -4.2205 -0.1 -0.2 0.4
H 1.7594 5.3604 -2.7565 0.0 -0.2 0.1
H 0.9497 3.9355 -0.8390 0.1 0.1 -0.4
H 0.0534 -1.1352 3.4685 0.9 -0.2 0.0
H 2.0375 -2.5940 4.1882 -0.1 0.0 -0.3
H 4.0283 -2.8805 2.7184 -0.7 0.5 -0.3
H 4.1292 -1.5727 0.5822 -0.5 0.1 0.0
H 0.0193 1.3926 2.6246 1.1 -0.2 -1.4
H -0.3393 2.1792 -0.0629 1.8 -0.7 1.0
H 3.9581 1.0220 -1.7387 -0.3 0.1 -0.3
H 4.7189 2.3771 -3.6515 -0.2 0.1 0.2
C -1.7348 -2.6240 -2.3647 0.0 -0.2 -0.3
N -2.1999 -1.9336 -1.1677 -0.4 0.2 0.5
C -3.5590 -2.1006 -0.8461 -0.7 -0.3 -0.2
O -4.2941 -2.7890 -1.5466 0.6 0.6 0.6
N -4.0561 -1.4563 0.2983 0.3 -0.6 -0.9
C -5.4753 -1.6178 0.6344 0.5 0.1 -0.1
C -3.1861 -0.7030 1.0332 1.0 1.0 0.9
C -1.8497 -0.5514 0.6987 -0.9 -0.1 0.0
C -1.2623 -1.1981 -0.4096 1.0 -0.4 -0.8
O -0.0718 -1.1490 -0.7078 -0.9 -0.2 -0.2
N -1.2779 0.2881 1.6189 -0.5 0.5 1.0
C -2.2903 0.6017 2.5061 -0.2 -1.3 -1.9
N -3.4591 0.0171 2.1603 0.8 0.3 0.3
H -0.6791 -2.3665 -2.4958 -0.3 -0.1 0.0
H -1.8572 -3.7116 -2.2419 0.1 0.4 -0.1
H -2.3273 -2.3002 -3.2337 0.2 -0.1 0.3
H -5.6335 -1.0148 1.5199 -0.2 0.0 0.1
H -6.1029 -1.2739 -0.1877 0.1 0.0 0.0
H -5.7041 -2.6650 0.8302 0.1 0.1 0.0
H -2.1553 1.2334 3.3670 0.1 0.1 0.0
```
Positions in Å, forces in eV/Å.


(2)
The following is a DFT calculation (ωB97M-V with the def2-TZVPD basis set) of C26H26N6OPtSSb as an isolated structure.

Molecular weight (g mol⁻¹): 787.4
Calculated total energy (eV): -58971.8191
Charge: +2
Kohn-Sham gap (alpha / beta) (eV): 7.15 / 5.99
E_HOMO (alpha / beta) (eV): -12.49 / -14.38
2S+1: 6
⟨S²⟩: 8.797

Structure (XYZ):
```
62
Properties=species:S:1:pos:R:3:forces:R:3
Pt 0.1016 -0.3500 -0.6649 0.4 -0.2 -0.1
C 1.0961 -3.1713 1.0931 0.0 0.0 0.0
C 1.7348 -1.9151 1.5987 -0.1 -0.2 0.0
C 2.5278 -1.9420 2.7431 0.0 0.0 0.0
C 3.0965 -0.7770 3.2091 -0.1 0.0 -0.1
C 2.8914 0.4018 2.4982 0.1 0.0 0.1
C 2.1237 0.3794 1.3497 0.0 -0.2 0.0
N 1.5411 -0.7698 0.9425 0.1 0.3 0.0
Sb 2.0581 2.1858 0.1694 0.2 0.3 -0.2
C 0.1708 2.9662 1.9170 -0.2 0.1 0.2
C 0.1625 4.0727 2.7427 0.1 -0.1 0.0
C -1.0669 4.3371 3.3280 -0.1 0.0 0.0
C -2.1544 3.5110 3.0611 0.0 0.1 0.0
C -2.0151 2.4289 2.2093 0.0 -0.1 0.0
C -3.1454 1.4868 1.9249 0.0 0.0 0.0
N -0.8150 2.1897 1.6253 0.0 0.1 0.0
C 2.7524 1.0563 -1.5650 -0.2 -0.3 -0.1
C 3.7931 1.5019 -2.3573 0.1 0.1 0.1
C 4.1825 0.7530 -3.4590 -0.1 -0.1 0.0
C 3.5354 -0.4404 -3.7100 0.1 0.1 0.0
C 2.4960 -0.8536 -2.8821 0.0 -0.1 0.0
C 1.8222 -2.1663 -3.1363 0.0 0.0 0.0
N 2.0943 -0.0932 -1.8539 0.1 0.3 0.0
H 1.8422 -3.9621 1.0179 0.0 0.0 0.0
H 0.6466 -3.0274 0.1124 0.0 0.0 0.0
H 0.3291 -3.5157 1.7886 0.0 0.0 0.0
H 2.6832 -2.8810 3.2563 0.0 0.0 0.0
H 3.7050 -0.7821 4.1031 0.0 0.0 0.0
H 3.3486 1.3239 2.8325 0.0 0.0 0.0
H 1.0373 4.6779 2.9252 0.0 0.0 0.0
H -1.1802 5.1807 3.9964 0.0 0.0 0.0
H -3.1142 3.7097 3.5169 0.0 0.0 0.0
H -4.1033 2.0026 1.9557 0.0 0.0 0.0
H -3.1717 0.6939 2.6741 0.0 0.0 0.0
H -3.0245 1.0049 0.9551 0.0 0.0 0.0
H 4.3057 2.4234 -2.1136 0.0 0.0 0.0
H 4.9907 1.0843 -4.0963 0.0 0.0 0.0
H 3.8346 -1.0706 -4.5357 0.0 0.0 0.0
H 2.5292 -2.8662 -3.5788 0.0 0.0 0.0
H 0.9946 -2.0559 -3.8401 -0.1 0.0 0.0
H 1.4446 -2.6030 -2.2154 0.0 0.0 0.0
O -1.2230 -1.0316 0.9692 -0.3 0.0 0.1
N -2.1077 -1.9609 0.6906 0.1 0.1 0.1
C -2.8428 -2.4475 1.7272 0.1 0.1 -0.2
C -3.7926 -3.4005 1.5043 -0.1 0.0 0.0
C -4.0060 -3.8792 0.2046 0.0 0.0 0.1
C -3.2465 -3.3912 -0.8241 0.1 0.1 -0.1
C -2.2648 -2.4151 -0.5811 -0.2 -0.1 0.2
S -1.2429 -1.8076 -1.8115 -0.1 -0.2 -0.2
H -2.5984 -2.0070 2.6815 0.0 0.0 0.0
H -4.3682 -3.7689 2.3408 0.0 0.0 0.0
H -4.7587 -4.6313 0.0176 0.0 0.0 0.0
H -3.3699 -3.7444 -1.8376 0.0 0.0 0.0
N -1.4630 2.1643 -1.5750 0.0 0.0 0.0
C -1.8207 2.9684 -2.5862 0.0 0.0 0.1
C -1.1140 2.5655 -3.7000 0.0 0.0 0.0
C -0.3263 1.5021 -3.2628 0.0 0.0 0.0
N -0.5413 1.2695 -1.9691 -0.1 0.1 0.1
H -1.6921 2.2265 -0.5935 0.0 0.0 0.1
H -2.5267 3.7668 -2.4366 0.0 0.0 0.0
H -1.1564 2.9906 -4.6856 0.0 0.0 0.0
H 0.3810 0.9021 -3.8108 0.0 0.0 0.0
```
Positions in Å, forces in eV/Å.


(3)
The following is a DFT calculation (ωB97M-V with the def2-TZVPD basis set) of an isolated ion of composition C5H12NS and charge +1.

Molecular weight (g mol⁻¹): 118.2
Calculated total energy (eV): -17696.2802
Charge: +1
Kohn-Sham gap (eV): 10.23
SMILES string: C=C(C)[C@@](C)([NH3+])S
E_HOMO (eV): -13.89
2S+1: 1

Structure (XYZ):
```
19
Properties=species:S:1:pos:R:3:forces:R:3
C -0.1141 -0.1785 -1.9498 -2.3 1.2 0.4
C 0.5289 -0.0427 -0.7846 0.9 0.2 -0.9
C 2.0631 -0.1259 -0.7629 0.1 0.6 1.1
C -1.3988 1.2593 0.4258 1.9 0.3 3.9
C -0.2468 0.2208 0.5257 2.2 -0.5 -0.3
N -0.8188 -1.1826 0.7826 0.4 0.3 4.4
S 1.1781 0.4480 2.0022 -1.7 0.0 -2.5
H -1.2239 0.0003 -2.0844 1.1 -0.3 0.7
H 0.2749 -0.2103 -2.9467 1.0 -0.5 0.0
H 2.3881 0.8864 -0.2838 0.0 -1.8 -0.9
H 2.4124 -0.2022 -1.8137 0.0 0.1 0.8
H 2.4882 -1.0031 -0.1329 -0.7 1.6 -1.1
H -1.9313 1.3543 1.4589 0.9 -0.1 -1.8
H -1.0041 2.2464 0.1405 -0.1 -0.5 0.2
H -2.0556 0.9210 -0.2827 -1.8 -0.7 -1.8
H -0.0252 -1.8826 1.1170 -2.1 1.7 -1.1
H -1.4117 -1.5423 0.0571 0.0 -0.3 -0.9
H -1.4670 -0.9695 1.6089 0.9 -1.1 -1.0
H 0.3637 0.0036 2.9228 -0.7 -0.1 0.9
```
Positions in Å, forces in eV/Å.


(4)
The following is a DFT calculation (ωB97M-V with the def2-TZVPD basis set) of a 2-piece molecular cluster, C3H6NO2 overall.

Molecular weight (g mol⁻¹): 88.1
Calculated total energy (eV): -8781.4072
Charge: +1
Kohn-Sham gap (alpha / beta) (eV): 7.12 / 7.12
E_HOMO (alpha / beta) (eV): -13.15 / -13.15
2S+1: 1

Structure (XYZ):
```
12
Properties=species:S:1:pos:R:3:forces:R:3
C 0.6634 0.1198 -0.5128 -5.6 -1.0 1.8
C -0.5228 -0.0886 -0.2382 3.5 1.4 -1.2
C 2.8279 0.0822 0.2325 0.1 0.7 0.8
N -3.5201 -0.2043 0.0369 4.0 3.3 -3.7
O 1.9286 -0.0531 -0.6586 3.8 0.0 -1.1
O 4.0555 0.1456 -0.1287 -4.1 -0.4 -3.6
H -1.5937 0.0471 -0.1392 -0.1 -0.6 0.4
H 2.5162 0.2300 1.2792 0.1 -0.2 -0.3
H -3.4109 -0.6533 -0.8687 -0.7 -0.3 0.5
H -3.4888 0.8330 -0.1630 -0.9 -1.8 0.9
H -4.1418 -0.5713 0.6405 -2.7 -1.0 2.1
H 4.6865 0.1127 0.5200 2.6 0.0 3.2
```
Positions in Å, forces in eV/Å.